# 1
{"formula": "C19H14F3N2O5S2", "method": "the ωB97M-V functional and the def2-TZVPD basis", "elements": ["S", "H", "O", "C", "C", "H", "C", "C", "C", "N", "C", "C", "H", "H", "O", "C", "C", "F", "H", "H", "H", "C", "C", "H", "C", "O", "O", "C", "H", "H", "C", "C", "N", "H", "C", "H", "O", "C", "C", "F", "S", "H", "H", "F", "C"], "coordinates": [[0.823, -2.747, 0.337], [-2.892, 0.455, -3.303], [-0.954, 2.741, 0.245], [-1.762, -3.459, 0.547], [-4.568, 1.768, -1.675], [2.501, 7.178, -0.062], [-1.693, -0.601, -1.863], [-3.212, 0.645, 0.055], [-3.495, 0.902, -1.282], [1.338, 1.664, 0.080], [3.395, 4.261, 1.503], [1.447, 5.310, -0.284], [-1.990, -0.429, 1.488], [-1.291, -5.844, 2.199], [0.247, 2.748, -1.913], [1.799, -2.114, -1.084], [1.404, 4.007, 0.155], [1.173, -1.156, -1.858], [-0.834, -2.888, -1.268], [-0.978, -0.936, -2.625], [0.970, -6.898, 1.872], [2.201, 1.981, 1.092], [0.539, -6.252, 1.098], [0.016, -4.582, 2.323], [-0.492, -5.307, 1.670], [-2.831, -3.235, 1.071], [2.723, 1.193, 1.889], [-2.253, -0.301, 0.435], [0.096, -6.892, 0.326], [0.705, 5.649, -1.005], [-1.584, -1.072, -0.533], [-0.889, -2.432, -0.263], [-5.448, 2.462, -2.008], [-3.774, 1.174, 0.820], [-2.702, 0.277, -2.241], [1.372, -5.691, 0.651], [-1.145, -4.688, 0.487], [2.383, 3.464, 0.982], [3.464, 5.593, 1.089], [3.000, -1.612, -0.693], [0.304, 2.743, -0.471], [4.271, 6.242, 1.453], [4.110, 3.808, 2.215], [2.025, -3.256, -1.865], [2.479, 6.127, 0.215]], "e_lumo_ev": 2.402, "charge": -1, "e_above_lowest_kcal_mol": 0.00, "spin_multiplicity": 1}

# 2
{"formula": "C40H64BBr2Cl22N3O7P", "method": "the ωB97M-V functional and the def2-TZVPD basis", "elements": ["H", "H", "Cl", "Cl", "C", "H", "C", "C", "C", "H", "H", "H", "H", "B", "H", "H", "H", "H", "Cl", "O", "C", "H", "Cl", "O", "C", "H", "O", "H", "C", "Cl", "H", "C", "C", "C", "C", "O", "H", "C", "Br", "C", "C", "Cl", "Cl", "H", "H", "C", "H", "H", "H", "C", "Cl", "H", "H", "H", "Cl", "H", "H", "C", "C", "H", "N", "H", "H", "H", "Cl", "H", "Br", "C", "H", "H", "H", "O", "C", "Cl", "H", "Cl", "C", "H", "H", "H", "C", "N", "H", "O", "H", "H", "C", "H", "C", "H", "C", "P", "H", "H", "C", "C", "H", "O", "C", "H", "C", "C", "H", "H", "C", "Cl", "H", "N", "H", "C", "Cl", "H", "C", "H", "C", "Cl", "H", "H", "H", "Cl", "C", "Cl", "Cl", "H", "C", "H", "Cl", "Cl", "Cl", "H", "H", "Cl", "H", "C", "C", "H", "C", "H", "H", "C"], "coordinates": [[-11.006, -2.208, -6.263], [-0.369, 3.041, -2.670], [-6.149, -2.740, 4.941], [-7.611, 0.058, -3.094], [-3.902, -0.589, 1.549], [-1.017, -2.544, -6.050], [-2.297, -5.240, 2.960], [0.421, -0.611, 2.089], [2.016, 1.042, 1.636], [-2.660, 1.072, 1.983], [-0.090, -4.361, 0.358], [-3.898, -0.968, 0.521], [-1.834, 0.223, 3.958], [2.097, 0.497, 4.825], [1.878, 2.854, -0.699], [3.576, -4.289, 1.822], [2.868, 5.573, -3.793], [3.250, 3.382, -3.915], [-7.744, 4.604, 1.854], [2.161, 0.951, 6.119], [-1.903, -0.542, 3.180], [-0.095, -4.612, -8.498], [11.135, 7.142, 5.632], [2.359, 2.017, -2.568], [3.881, 3.526, -1.288], [2.564, -8.579, -1.530], [0.470, -1.382, -2.087], [-0.077, -1.304, 4.024], [2.970, -3.451, 1.473], [2.790, -6.387, -0.702], [-0.107, -3.833, -5.328], [-0.021, -1.925, -4.307], [-0.066, -2.767, -5.556], [2.221, 0.566, 0.365], [1.842, 5.446, -3.450], [-6.332, -1.007, 0.602], [1.399, -4.820, 1.926], [1.458, -3.746, 1.720], [1.455, -3.939, -3.056], [2.733, 2.487, -1.291], [9.793, 6.388, 6.499], [-1.547, -6.384, 1.845], [-9.178, 3.278, -0.356], [4.158, 1.478, 0.020], [2.811, -1.296, 4.744], [-6.924, 1.291, 0.568], [1.089, -3.242, 2.612], [3.596, 0.536, -1.319], [-10.044, 4.610, 1.381], [1.095, 6.574, -3.224], [3.669, -3.184, -6.923], [-1.896, -0.197, 0.976], [0.920, 2.122, 3.761], [2.905, 3.463, 1.123], [-9.357, -1.115, -7.537], [-0.804, 7.317, -2.644], [1.306, 0.773, 6.537], [-10.034, -2.487, -6.652], [5.850, 0.237, 6.367], [-9.113, 5.562, 0.205], [-0.206, -2.263, 0.485], [4.600, 3.237, -2.058], [-7.928, 0.967, 0.846], [6.350, 0.467, 5.432], [8.995, 7.528, 7.588], [-0.275, -6.202, -9.270], [-0.934, -0.245, -4.391], [-0.698, 5.159, -2.591], [-6.700, 2.181, 1.155], [2.619, 3.062, 3.340], [6.569, 4.547, 1.703], [-4.904, 0.438, 1.619], [0.566, -1.130, 0.803], [4.457, -0.393, -6.547], [-0.766, -2.134, -0.346], [0.756, -6.350, -7.161], [-2.507, -0.006, 1.859], [-4.150, -1.447, 2.184], [4.021, -7.774, -2.153], [4.846, 2.216, 3.264], [2.274, 3.013, -3.578], [4.551, 2.001, 2.318], [6.551, 6.215, 2.323], [2.731, -1.218, -2.005], [3.246, -2.513, 1.967], [3.451, 4.516, -1.463], [-9.145, 4.642, 0.777], [4.550, -2.159, -4.993], [-8.283, -1.318, -2.207], [0.762, -2.548, -6.235], [6.403, 5.171, 2.575], [3.067, 2.498, 2.132], [3.203, -3.330, 0.409], [2.883, -1.642, -5.324], [0.592, -3.514, 0.453], [0.568, -2.262, -3.162], [-7.613, -1.570, -1.392], [2.963, -0.442, 4.315], [-0.212, 6.422, -2.797], [-2.634, -4.375, 2.399], [3.851, -1.858, -5.765], [-6.329, -1.007, 4.640], [10.176, 5.558, 7.082], [-3.139, -5.722, 3.445], [2.968, -7.655, -1.926], [7.553, 4.713, 3.830], [-1.732, 5.076, -2.269], [1.121, 0.457, 2.466], [9.067, 6.036, 5.775], [0.956, 1.036, 3.809], [4.734, 4.950, 3.121], [0.003, 0.744, 4.252], [-0.548, -1.289, 3.030], [-2.608, -1.280, 3.581], [-0.360, -5.651, -8.341], [6.080, -1.481, 6.722], [-5.875, -0.771, 3.685], [1.281, -3.456, -0.394], [4.372, 3.587, -0.313], [-1.157, -4.704, 4.206], [3.253, 1.204, -0.530], [6.518, 1.265, 7.638], [-8.469, -2.734, -3.251], [-9.256, -1.041, -1.818], [-6.018, 0.122, 0.918], [-7.385, -0.762, 4.621], [-2.034, -5.732, -7.780], [-10.222, -3.903, -7.694], [-5.539, -0.044, 5.895], [-9.366, -2.740, -5.837], [4.788, 0.434, 6.281], [2.106, -7.252, -3.417], [-6.858, 1.533, -0.492], [1.352, 4.172, -3.254], [1.481, -0.534, -0.062], [1.851, 2.507, -4.455], [0.053, 4.032, -2.814], [1.535, 7.548, -3.405], [-0.720, -2.326, 2.754], [1.658, -1.093, -1.466]], "e_lumo_ev": -4.021, "charge": 1, "spin_multiplicity": 1}

# 3
{"formula": "C42H51CrN5O3S", "method": "the ωB97M-V functional and the def2-TZVPD basis", "elements": ["H", "H", "H", "N", "H", "O", "H", "H", "H", "C", "H", "H", "C", "H", "C", "O", "C", "C", "N", "C", "H", "H", "C", "H", "H", "H", "C", "S", "C", "H", "H", "H", "C", "H", "H", "H", "H", "C", "H", "C", "H", "H", "C", "C", "C", "H", "N", "C", "C", "N", "H", "H", "H", "C", "C", "C", "C", "H", "C", "C", "H", "C", "H", "C", "H", "H", "H", "N", "H", "O", "H", "H", "H", "C", "H", "C", "C", "C", "C", "C", "H", "C", "H", "H", "H", "H", "C", "C", "C", "H", "H", "C", "C", "H", "C", "Cr", "C", "H", "C", "C", "C", "H", "H"], "coordinates": [[2.029, -2.803, -0.211], [0.833, 1.128, -2.669], [2.668, 2.385, -3.647], [1.748, 2.140, -0.663], [2.758, -6.898, -1.201], [3.274, 3.757, -1.334], [2.964, 2.457, 1.423], [0.390, 7.587, 0.278], [-3.778, -0.597, 3.149], [-1.881, -3.912, 0.612], [0.234, -0.452, -4.352], [-4.510, 3.440, -1.193], [3.720, 0.932, 2.695], [-1.475, -2.548, -0.909], [-2.273, 3.697, 0.536], [1.066, -3.386, 3.426], [1.366, -4.254, 1.239], [1.326, -5.605, 1.575], [0.223, -2.113, 1.771], [1.326, 5.757, -0.340], [0.276, -1.326, 2.403], [5.109, 3.191, 0.464], [2.193, 3.400, -0.884], [2.903, -4.495, -1.763], [-2.661, -5.842, 0.185], [-3.768, -4.050, -1.304], [3.680, 0.878, 0.177], [-0.388, -0.393, -0.163], [-0.423, -1.883, 0.588], [-1.944, 1.042, -2.431], [1.744, 1.631, -4.958], [5.364, -0.316, 0.740], [-3.998, 1.433, -1.855], [1.840, -1.188, -4.367], [-3.244, -5.511, -2.148], [3.777, 1.591, 3.564], [1.758, -7.606, 0.950], [-0.951, 5.916, 0.424], [0.770, -1.426, -2.976], [2.387, 1.432, -4.097], [-3.521, 1.220, 4.556], [-3.070, 1.146, -3.794], [0.869, -3.271, 2.243], [-2.966, 1.418, 0.539], [-2.108, -5.071, -0.353], [-5.393, -0.524, -0.797], [-1.086, -2.867, -0.032], [3.544, -0.793, -2.058], [3.800, 1.757, 1.408], [-0.032, 3.823, -0.193], [-2.285, -4.045, -2.271], [3.296, 0.939, -4.445], [-4.468, 3.232, -2.951], [5.100, 2.571, 1.357], [-1.045, 0.461, 3.451], [-2.953, 2.018, 4.075], [-2.896, -4.642, -1.592], [-4.978, 1.092, -2.198], [1.668, 0.549, -3.070], [-3.980, 2.958, -2.014], [2.294, 6.179, -0.567], [-3.792, -0.178, 2.149], [-3.656, 2.746, 3.671], [2.439, -4.809, -0.837], [-1.520, 2.312, 2.535], [3.509, -1.444, -2.925], [-0.552, 0.843, 4.347], [-2.008, 2.415, 0.206], [-5.309, -1.523, 1.456], [-3.304, 4.161, 1.004], [5.183, 3.214, 2.236], [0.908, -5.894, 2.531], [-1.372, -4.262, 1.505], [-2.958, 0.890, 1.848], [-2.335, 2.509, 4.829], [2.629, 0.245, -1.936], [0.264, 6.523, 0.126], [-3.863, 0.920, -0.423], [1.942, -3.856, 0.036], [-2.079, 1.471, 2.941], [-1.508, -0.496, 3.701], [-2.948, 0.788, -2.769], [-2.961, 3.340, -2.041], [-1.142, -5.492, -0.641], [4.541, 0.217, 2.763], [2.780, 0.378, 2.747], [2.695, 1.083, -0.806], [2.364, -6.158, -0.517], [1.094, -0.707, -3.731], [5.250, -1.787, -1.223], [-3.049, -0.300, -2.766], [4.523, -0.994, -1.101], [-1.065, 4.552, 0.245], [-1.798, 6.473, 0.799], [1.136, 4.397, -0.488], [-0.164, 1.929, -0.247], [-4.650, -0.703, 1.199], [-2.845, -3.485, 0.911], [-4.687, -0.144, -0.066], [4.587, -0.161, 0.000], [1.804, -6.556, 0.690], [-0.275, 0.301, 2.690], [5.968, 1.909, 1.330]], "e_lumo_ev": [-0.355, -0.434], "e_above_lowest_kcal_mol": 15.42, "spin_multiplicity": 5, "s2": 6.021}

# 4
{"formula": "C3H13NO2", "method": "the ωB97M-V functional and the def2-TZVPD basis", "elements": ["C", "H", "H", "H", "H", "H", "H", "H", "H", "C", "O", "N", "C", "H", "H", "H", "H", "O", "H"], "coordinates": [[0.836, 0.113, -0.885], [1.622, 0.470, -1.586], [-1.875, -0.539, 3.074], [0.850, 0.408, 1.251], [-0.679, 0.653, -2.646], [-2.064, -0.660, -0.519], [1.020, -0.747, -0.398], [-0.473, 1.576, 0.563], [-1.971, 0.452, 1.988], [0.573, 1.151, 0.382], [2.655, -1.558, 1.205], [-1.977, 0.030, -1.201], [-0.547, -0.071, -1.826], [-0.475, -1.125, -2.306], [-1.991, 0.931, -0.717], [1.192, 1.997, 0.112], [2.916, -1.914, 0.354], [-2.022, -0.560, 2.118], [2.411, -0.607, 1.037]], "e_lumo_ev": 0.578, "e_above_lowest_kcal_mol": 56.59, "spin_multiplicity": 1, "smiles": "CCCN.O.O"}

Calculated molar mass, 471.46; 1680.53; 757.97; 95.14 g/mol (same order as the records).